A molecular structure, C18H28N4O7P2PtSeSi2. Source: OMol25; level of theory: wB97M-V/def2-TZVPD.

The HOMO energy is -0.8 eV. Its total charge is -2. As for the total energy: -142352.375 eV.

The geometry in XYZ format:
```
63
C18H28N4O7P2PtSeSi2, DFT wB97M-V/def2-TZVPD
Pt -0.5970 -1.0793 -0.9835
Se -0.9200 -1.6063 3.6514
P -3.3221 -1.7677 0.5351
P -1.2844 -3.9032 0.3903
Si 2.4955 -2.1539 -1.6365
Si -1.9416 1.7531 -1.5673
O -4.6038 -2.5687 -0.0567
O -2.3824 -2.9552 1.1191
O -2.6725 -1.1997 -0.7022
O -0.6881 -3.1480 -0.7627
O -1.8077 -5.2715 0.2083
O -0.1299 -3.9224 1.5432
O -3.7457 -0.9305 1.6771
N -0.2694 -0.4392 2.5042
N -0.4988 0.9214 -1.1357
N -1.0860 -0.4443 4.9866
N 1.3876 -0.9129 -1.1953
C -0.2190 3.0706 4.6382
C -2.8481 0.8698 -2.9577
C -0.6532 1.9421 5.2525
C 0.2120 1.9395 2.5292
C -0.2264 0.7253 3.1372
C -1.6897 3.4995 -2.2895
C -3.0737 2.0479 -0.0956
C -0.6782 0.7209 4.5108
C 3.4529 2.1090 -0.3885
C 3.1076 0.7713 -0.6007
C 3.6922 -1.5800 -2.9958
C 2.4786 3.0854 -0.4862
C 1.6815 -3.6605 -2.3990
C 1.1587 2.7189 -0.7636
C 1.8059 0.3829 -0.9197
C 3.5220 -2.8049 -0.1852
C 0.2112 3.0727 3.2733
C 0.7866 1.3866 -0.9568
H 0.9037 -3.3894 -3.1146
H 4.3420 -2.4170 -3.2719
H -3.7689 1.4040 -3.2145
H -2.6597 3.7859 -2.7118
H 0.5328 1.9127 1.4967
H 3.1023 -1.3142 -3.8784
H 4.3134 -0.7230 -2.7436
H 4.1003 -3.6837 -0.4893
H -0.9497 3.5282 -3.0928
H 2.4702 -4.2085 -2.9291
H -3.2932 1.1495 0.4843
H 1.2322 -4.3165 -1.6577
H 0.4025 3.4909 -0.7876
H 2.8366 -3.1073 0.6111
H -0.9855 1.9368 6.2829
H -3.0894 -0.1567 -2.6887
H 3.8769 0.0171 -0.4909
H -0.2853 -4.6816 2.1152
H 4.4746 2.3632 -0.1286
H -5.2300 -2.7074 0.6612
H -2.2046 0.8545 -3.8423
H -0.1966 4.0066 5.1863
H -4.0180 2.4841 -0.4429
H 4.2118 -2.0647 0.2267
H 0.5406 4.0058 2.8315
H -2.6029 2.7783 0.5724
H 2.7157 4.1301 -0.3153
H -1.4265 4.2533 -1.5466
```

The molecule's Mulliken atomic charges, reported in e, are given here:
1 Pt 0.58
2 Se 0.35
3 P 0.84
4 P 0.87
5 Si -0.11
6 Si 0.21
7 O -0.54
8 O -0.16
9 O -0.82
10 O -0.53
11 O -0.83
12 O -0.48
13 O -0.79
14 N -0.22
15 N 0.45
16 N -0.89
17 N 0.58
18 C -0.37
19 C -0.93
20 C -0.77
21 C -0.21
22 C 0.21
23 C -1.40
24 C -0.71
25 C 0.58
26 C -0.94
27 C -0.35
28 C -1.17
29 C -0.74
30 C -1.04
31 C -0.15
32 C 0.58
33 C -1.02
34 C -0.66
35 C -0.20
36 H 0.27
37 H 0.32
38 H 0.33
39 H 0.33
40 H 0.77
41 H 0.29
42 H 0.39
43 H 0.36
44 H 0.36
45 H 0.39
46 H 0.17
47 H 0.21
48 H 0.22
49 H 0.21
50 H 0.40
51 H 0.19
52 H 0.17
53 H 0.25
54 H 0.33
55 H 0.28
56 H 0.24
57 H 0.33
58 H 0.28
59 H 0.38
60 H 0.41
61 H 0.23
62 H 0.32
63 H 0.35


A molecular structure, C18H28N5O4S2Ti at a distorted geometry. Source: OMol25; level of theory: wB97M-V/def2-TZVPD.

The expectation value of S² is 2.03. Its multiplicity is 3. The HOMO energy (alpha / beta) is -2.2 / -4.6 eV. Its total charge is -1. As for the total energy: -79551.106 eV.

The geometry in XYZ format:
```
58
C18H28N5O4S2Ti, DFT wB97M-V/def2-TZVPD
Ti -0.3237 -0.0151 0.6710
S 2.1618 0.0860 -1.1789
S -2.4742 1.1846 1.9551
O 0.6552 -1.5081 1.1487
O 0.7320 1.0254 2.5093
O 1.0640 3.7958 0.2565
O -0.0389 1.8483 0.1700
N -0.6998 0.7063 -2.3233
N -2.9961 -0.4529 -0.1857
N 0.0135 -2.0713 -2.0580
N -4.3646 1.3387 0.0525
N -1.8563 -1.1379 0.3008
C -1.0647 -0.2535 -3.3472
C -0.0696 -5.6064 1.2068
C 1.7553 1.0359 -2.6595
C -0.9021 -3.3314 0.8086
C 2.4299 -1.5800 -1.8208
C 0.3956 -2.8442 1.1644
C -3.2729 0.6055 0.5027
C 1.3066 -2.1679 -2.6779
C 2.6640 2.3445 2.2471
C 1.1886 -5.1045 1.5488
C 1.3974 -3.7255 1.5239
C -1.0851 -4.7368 0.8515
C 0.7165 2.7427 0.7488
C -1.1208 -1.7111 -2.8744
C 0.5475 3.3610 3.1534
C 0.3472 1.6504 -2.6474
C -1.9814 -2.4884 0.4169
C 1.1552 2.3741 2.1754
H 1.8851 0.3725 -3.5172
H 0.2120 2.1109 -3.6380
H 3.0631 3.2789 1.8550
H 0.3128 2.4485 -1.9100
H -0.2541 -6.6745 1.2205
H 3.0558 1.5196 1.6500
H -0.5432 3.3332 3.1104
H 2.5727 -2.1845 -0.9205
H -4.5980 1.1688 -0.9123
H 0.8743 3.1133 4.1663
H 1.5858 -3.1995 -2.9250
H -2.0644 -5.1276 0.5864
H -0.3275 -0.1810 -4.1545
H 2.9864 2.2099 3.2814
H -2.9490 -2.9308 0.2164
H 0.8728 4.3700 2.8988
H -2.0274 -0.0051 -3.8060
H 1.9938 -5.7702 1.8329
H -2.0185 -1.8601 -2.2736
H -4.3429 2.3058 0.3272
H -0.2320 1.0368 2.6762
H 2.3585 -3.2998 1.7942
H 2.4846 1.8394 -2.7672
H -1.4916 1.1385 -1.8769
H 1.2809 -1.6396 -3.6332
H -0.1917 -2.8256 -1.4224
H -1.2213 -2.3361 -3.7777
H 3.3673 -1.6002 -2.3818
```

The molecule's Mulliken atomic charges, reported in e, are given here:
1 Ti 0.50
2 S 0.02
3 S -0.44
4 O -0.10
5 O -0.76
6 O -0.72
7 O -0.17
8 N 0.38
9 N -1.19
10 N 0.38
11 N -0.56
12 N 1.11
13 C -1.03
14 C -0.63
15 C -0.89
16 C 0.51
17 C -0.61
18 C 0.65
19 C 0.38
20 C -1.11
21 C -1.77
22 C -0.54
23 C -0.42
24 C -0.96
25 C 0.04
26 C -0.95
27 C -1.76
28 C -0.96
29 C -1.34
30 C 2.20
31 H 0.41
32 H 0.39
33 H 0.35
34 H 0.25
35 H 0.36
36 H 0.28
37 H 0.40
38 H 0.24
39 H 0.25
40 H 0.41
41 H 0.41
42 H 0.35
43 H 0.37
44 H 0.45
45 H 0.21
46 H 0.38
47 H 0.42
48 H 0.38
49 H 0.42
50 H 0.23
51 H 0.22
52 H 0.43
53 H 0.60
54 H 0.19
55 H 0.32
56 H 0.09
57 H 0.35
58 H 0.54


A molecular structure, C18H28NO5P2Pb at a distorted geometry. Source: OMol25; level of theory: wB97M-V/def2-TZVPD.

The HOMO energy (alpha / beta) is -18.0 / -18.0 eV. Its total charge is +3. As for the total energy: -54646.480 eV.

The geometry in XYZ format:
```
55
C18H28NO5P2Pb, DFT wB97M-V/def2-TZVPD
Pb 0.8921 -0.7618 0.7036
P 2.0615 0.2876 -1.4787
P -1.7683 -1.6256 0.7233
O 0.2029 1.4948 1.3081
O -1.6816 1.7981 0.0854
O 4.9704 -1.1878 1.4922
O 2.7675 -4.0034 0.9225
O 0.8431 3.1049 3.0820
N -0.1745 -1.6450 -1.8136
C 0.2851 -1.2068 -3.0038
C 1.2069 -0.0017 -3.0711
C -0.0831 -1.8053 -4.2086
C -2.2234 -2.5806 2.2114
C -1.9172 5.3564 3.6734
C -0.9260 2.1268 1.0020
C -2.4428 4.0027 1.7211
C -2.7816 5.0312 2.6120
C -0.7086 4.6849 3.8247
C -1.2475 3.2889 1.8728
C -1.6973 -3.0449 -0.4592
C -3.3679 -0.8954 0.2759
C 2.4821 2.0503 -1.5825
C -1.0745 -2.6512 -1.7851
C -0.3592 3.6702 2.9154
C -0.9430 -2.9064 -4.1775
C 3.5978 -0.6149 -1.8000
C -1.4690 -3.3195 -2.9474
H 4.4846 -0.4402 1.9041
H 1.9756 -0.1577 -3.8505
H -2.3651 -1.8530 3.0212
H 0.8272 2.3496 2.3969
H -3.5635 -0.0888 0.9892
H 0.6424 0.8993 -3.3782
H 3.4380 -3.6543 1.5677
H 1.5631 2.6554 -1.6409
H 3.1091 2.2155 -2.4726
H -1.2006 -3.4270 -5.0988
H -1.1591 -3.8947 0.0084
H 0.0173 4.8947 4.6172
H 3.0440 2.3064 -0.6734
H -3.7238 5.5643 2.4842
H 4.0491 -0.1933 -2.7048
H -3.0779 3.7172 0.8937
H 5.8953 -1.0864 1.8032
H 0.3419 -1.3866 -5.1247
H -3.3352 -0.4899 -0.7401
H 3.3788 -1.6756 -1.9686
H -2.1515 6.1425 4.3921
H -4.1425 -1.6683 0.3567
H -2.2250 -4.1002 -2.8487
H 4.2747 -0.5175 -0.9467
H 2.7952 -4.9784 1.0593
H -2.7401 -3.3744 -0.6212
H -1.4262 -3.2945 2.4705
H -3.1697 -3.1104 2.0068
```

The molecule's Mulliken atomic charges, reported in e, are given here:
1 Pb 0.95
2 P 0.68
3 P 0.58
4 O -0.68
5 O -0.61
6 O -0.59
7 O -0.59
8 O -0.52
9 N 0.32
10 C 0.21
11 C -0.93
12 C -0.88
13 C -1.23
14 C -0.42
15 C 1.05
16 C -0.30
17 C -0.58
18 C -0.47
19 C -0.13
20 C -1.12
21 C -1.26
22 C -1.17
23 C 0.46
24 C 0.62
25 C -0.56
26 C -1.31
27 C -0.85
28 H 0.29
29 H 0.62
30 H 0.42
31 H 0.40
32 H 0.40
33 H 0.48
34 H 0.33
35 H 0.37
36 H 0.44
37 H 0.46
38 H 0.50
39 H 0.50
40 H 0.41
41 H 0.46
42 H 0.47
43 H 0.56
44 H 0.32
45 H 0.50
46 H 0.37
47 H 0.40
48 H 0.44
49 H 0.53
50 H 0.47
51 H 0.43
52 H 0.30
53 H 0.56
54 H 0.42
55 H 0.44


A molecular structure, C18H28O2 at a distorted geometry. Source: OMol25; level of theory: wB97M-V/def2-TZVPD.

The HOMO energy is -8.9 eV. As for the total energy: -23202.871 eV.

The geometry in XYZ format:
```
48
C18H28O2, DFT wB97M-V/def2-TZVPD
O -4.6751 -1.6983 -1.3311
O -5.3618 -2.7818 0.2752
C 2.7707 0.6155 0.3714
C 7.2042 -1.6503 0.4477
C -2.4236 0.0762 -0.0349
C -1.6704 1.3631 -0.1730
C 0.4891 0.7207 -1.1294
C 3.7676 0.2223 -0.7827
C 7.0723 -0.1678 0.7216
C -4.5795 0.8622 1.3698
C 5.1507 -1.6033 -0.4671
C 6.0542 0.5058 0.1667
C -5.2335 -1.7548 -0.4170
C -0.7575 1.5922 -1.2944
C -5.5230 0.6493 0.1074
C -3.3293 0.0421 1.1462
C 1.5199 1.1484 -0.1316
C 6.1450 -2.3212 0.1698
C 4.9385 -0.3768 -0.3008
C -6.1622 -0.7876 0.0160
H -1.2161 0.8854 -2.1835
H -6.3072 -0.9927 1.2412
H -5.0863 0.7833 2.1748
H 0.9078 1.4824 0.7759
H 5.9554 1.5218 0.3074
H -0.3954 2.6261 -1.5298
H 1.1623 0.5495 -1.9498
H 4.2465 -2.1171 -0.8163
H -1.1952 1.7400 0.5860
H -2.8678 0.3296 2.4052
H 4.0186 1.3391 -1.1407
H 6.2262 -3.6326 0.0243
H 1.8034 2.4149 -0.4686
H -6.3188 1.5954 -0.0097
H -4.9693 -3.6295 -0.1373
H -3.6076 -1.0730 1.5492
H -3.0283 -0.1132 -0.7444
H 0.3345 -0.5033 -0.6832
H -4.7905 0.7096 -0.9131
H 8.2169 -2.1354 0.8824
H 2.4490 -0.4833 0.5524
H -4.2118 1.9678 1.1494
H 8.0253 0.4775 0.7010
H -2.4787 2.1662 -0.1396
H -7.0338 -0.6829 -0.3648
H 3.1828 -0.2170 -1.5296
H 3.1964 0.9916 1.2854
H -1.6149 -0.6566 0.2459
```

The molecule's Mulliken atomic charges, reported in e, are given here:
1 O -0.37
2 O -0.46
3 C -0.41
4 C -0.27
5 C -0.22
6 C -1.11
7 C -0.31
8 C -1.06
9 C -0.43
10 C -1.20
11 C 0.24
12 C -0.78
13 C 0.27
14 C -0.50
15 C -0.36
16 C -0.66
17 C -0.49
18 C -0.54
19 C 0.40
20 C -0.59
21 H 0.16
22 H 0.17
23 H 0.76
24 H 0.06
25 H 0.44
26 H 0.35
27 H 0.44
28 H 0.29
29 H 0.92
30 H 0.22
31 H 0.29
32 H 0.18
33 H 0.19
34 H 0.31
35 H 0.37
36 H 0.26
37 H 0.66
38 H 0.02
39 H 0.17
40 H 0.23
41 H 0.18
42 H 0.22
43 H 0.25
44 H 0.27
45 H 0.56
46 H 0.55
47 H 0.49
48 H -0.14


no.,molar mass (u)
1,804.601
2,490.454
3,607.572
4,276.420